# 1
Below is 3 unconnected molecules or ions with the total composition C26H57BClN7O7P2S, with properties calculated with wB97M-V/def2-TZVPD.

```
102
Properties=species:S:1:pos:R:3:forces:R:3:lowdin_charge:R:1
C 2.485 4.807 -3.705 -0.328 0.410 0.937 -0.123
C 1.166 5.294 -4.412 0.505 -0.659 -0.409 -0.245
C -0.066 4.323 -4.231 -0.303 0.791 -0.138 -0.202
C -0.327 3.880 -2.741 0.060 -0.022 -0.156 -0.181
C -0.866 2.412 -2.561 -0.644 1.263 1.408 -0.291
C -1.169 2.140 -1.011 0.660 0.142 -1.203 -0.141
C 0.072 1.629 -0.189 -0.169 -0.611 0.794 -0.631
Cl 1.064 3.037 0.478 -0.513 -0.363 -0.598 0.702
C -0.453 0.854 1.101 -0.530 0.971 -1.018 -0.081
B -1.686 1.616 1.822 -0.607 -0.702 -0.160 -0.582
O -2.697 0.729 2.386 1.933 1.515 0.584 0.064
O -1.797 3.005 1.956 0.329 -1.678 0.946 0.120
C 1.104 0.754 -1.045 1.754 0.753 1.349 -0.300
C 1.933 -0.171 -0.072 -1.458 -1.199 -1.222 -0.243
C 1.529 -1.562 -0.007 2.169 -0.490 2.187 0.003
C 2.267 -2.423 0.927 0.766 2.560 0.192 -0.045
C 3.341 -1.795 1.709 -1.744 0.916 -1.928 -0.046
C 3.584 -0.384 1.472 0.203 -1.147 0.895 -0.132
N 2.917 0.439 0.625 -0.431 -2.370 0.065 0.095
O 0.474 0.010 -2.106 -0.523 1.707 -0.454 -0.194
S 0.156 1.103 -3.322 -0.623 -1.283 -4.073 0.723
O -0.676 0.435 -4.322 0.128 0.144 2.261 -0.296
O 1.359 1.578 -3.989 -0.290 0.096 2.367 -0.278
H 3.382 5.396 -4.031 -0.830 -0.618 0.071 0.072
H 2.385 5.014 -2.599 0.196 -0.264 -1.023 0.066
H 2.664 3.708 -3.797 -0.146 0.920 -0.219 0.062
H 0.922 6.325 -4.054 0.118 -0.824 -0.281 0.103
H 1.378 5.351 -5.516 -0.333 0.117 0.988 0.105
H -0.974 4.912 -4.553 0.824 -0.652 0.221 0.111
H -0.002 3.472 -4.959 0.178 0.609 0.916 0.106
H 0.541 4.037 -2.051 -0.574 -0.203 -0.846 0.076
H -1.141 4.555 -2.347 0.723 -0.824 -0.197 0.130
H -1.867 2.374 -3.070 1.184 -0.441 0.103 0.143
H -2.023 1.407 -1.016 0.911 0.575 0.531 0.140
H -1.477 3.141 -0.603 0.037 -1.184 -0.184 0.120
H 0.346 0.782 1.894 -0.593 -0.214 -0.952 0.124
H -0.804 -0.151 0.752 0.392 0.697 0.571 0.126
H -2.494 0.765 3.344 -0.700 -0.348 -0.407 0.105
H -2.189 3.165 2.839 -0.245 0.308 -0.822 0.119
H 1.883 1.414 -1.527 -0.889 -0.333 0.613 0.138
H 0.699 -2.032 -0.572 0.663 0.840 0.196 0.117
H 2.041 -3.496 1.097 0.107 0.892 -0.343 0.103
H 3.941 -2.361 2.449 -0.493 0.443 -0.703 0.099
H 4.394 0.088 2.086 -0.799 -0.320 -0.746 0.108
O 4.463 -5.215 1.408 -1.665 -3.834 0.522 -0.322
P 5.576 -6.041 0.754 3.840 6.355 -1.664 0.759
N 6.776 -5.538 1.885 0.129 -0.172 1.601 -0.312
C 8.124 -5.065 1.640 0.159 -0.276 -0.474 -0.119
C 6.617 -6.049 3.246 -0.509 0.112 0.046 -0.142
N 5.577 -5.075 -0.689 -0.311 0.092 -1.186 -0.349
C 6.461 -3.936 -0.862 0.522 -0.296 0.123 -0.137
C 4.244 -4.678 -1.147 -0.204 -0.223 0.193 -0.145
N 6.716 -7.124 -0.011 -1.609 -1.401 0.822 -0.310
C 7.141 -8.294 0.750 0.069 0.029 0.408 -0.132
C 7.356 -7.020 -1.308 -0.479 -0.353 -0.943 -0.117
H 8.749 -5.784 1.098 0.121 0.034 -0.138 0.072
H 8.641 -4.843 2.576 -0.249 -0.281 0.111 0.081
H 8.120 -4.112 1.114 -0.007 -0.141 -0.224 0.059
H 7.019 -7.064 3.342 0.115 -0.018 0.197 0.064
H 5.563 -6.077 3.533 0.005 -0.021 -0.173 0.070
H 7.114 -5.410 3.979 0.065 0.025 -0.140 0.077
H 6.314 -3.177 -0.082 0.068 0.085 -0.012 0.088
H 6.299 -3.462 -1.835 -0.284 -0.102 0.061 0.086
H 7.507 -4.244 -0.884 0.017 0.023 0.202 0.056
H 3.861 -3.822 -0.586 -0.076 -0.006 -0.015 0.048
H 3.533 -5.500 -1.041 0.016 0.078 0.050 0.075
H 4.262 -4.406 -2.206 0.239 -0.049 0.013 0.083
H 8.075 -8.099 1.288 0.039 -0.012 -0.010 0.080
H 7.302 -9.167 0.114 -0.098 0.110 -0.092 0.079
H 6.380 -8.577 1.480 0.103 0.039 0.047 0.075
H 8.252 -6.395 -1.256 -0.078 0.111 0.093 0.080
H 6.691 -6.634 -2.077 0.051 0.242 0.228 0.084
H 7.671 -8.001 -1.679 -0.024 -0.086 0.315 0.079
O -6.628 4.624 -0.433 -3.495 0.310 -2.418 -0.307
P -7.512 3.599 0.280 5.616 -1.575 4.826 0.755
N -7.505 4.458 1.775 -0.517 1.446 0.460 -0.312
C -7.280 3.957 3.116 -0.212 -0.513 -0.029 -0.121
C -8.238 5.723 1.782 0.200 0.190 -0.451 -0.141
N -6.294 2.361 0.218 0.476 -1.040 -0.571 -0.346
C -5.350 2.145 1.300 -0.487 -0.055 0.404 -0.138
C -5.546 2.311 -1.040 -0.233 0.220 -0.145 -0.150
N -8.628 2.421 0.933 -1.186 0.948 -1.709 -0.311
C -9.989 2.869 1.204 -0.056 0.377 0.161 -0.133
C -8.397 1.037 1.293 -0.044 -0.816 -0.726 -0.119
H -7.987 3.176 3.417 0.039 -0.164 0.097 0.071
H -7.363 4.758 3.855 -0.243 0.128 -0.280 0.081
H -6.259 3.597 3.238 -0.086 -0.241 -0.089 0.057
H -9.312 5.564 1.933 -0.082 0.154 0.147 0.064
H -8.106 6.257 0.838 0.022 -0.170 -0.033 0.071
H -7.876 6.396 2.563 0.042 -0.144 0.036 0.077
H -4.753 3.043 1.511 0.069 -0.003 0.082 0.090
H -4.664 1.327 1.074 -0.105 0.106 -0.290 0.069
H -5.859 1.819 2.208 0.006 0.173 0.079 0.062
H -4.755 3.069 -1.078 -0.008 0.074 -0.081 0.072
H -6.206 2.466 -1.894 0.084 0.065 0.040 0.073
H -5.079 1.329 -1.168 -0.104 -0.064 0.201 0.078
H -10.104 3.180 2.249 -0.022 -0.017 0.031 0.080
H -10.730 2.090 1.009 0.143 -0.048 -0.085 0.079
H -10.253 3.715 0.566 0.007 0.026 0.117 0.075
H -7.993 0.955 2.307 0.104 0.116 -0.026 0.079
H -7.735 0.524 0.599 0.177 0.240 0.157 0.084
H -9.326 0.456 1.272 -0.143 0.294 0.022 0.078
```
Positions in Å, forces in eV/Å.

Values from the calculation:
- Energy above the lowest of the compared OMol25 structures with the same formula, charge and spin: 0.0 kcal/mol
- LUMO level: -0.026 Eh
- Multiplicity: 1
- Gap between HOMO and LUMO: 7.315 eV
- M: 720.06 Da
- E_tot: -3500.61559 Eh
- HOMO level: -8.03 eV
- SMILES: CCCC[C@@H]1C[C@@](Cl)(CB(O)O)[C@@H](c2ccccn2)OS1(=O)=O.CN(C)P(=O)(N(C)C)N(C)C.CN(C)P(=O)(N(C)C)N(C)C


# 2
Below is a molecular structure, C3H11NO6P2, with properties calculated with wB97M-V/def2-TZVPD.

```
23
Properties=species:S:1:pos:R:3:forces:R:3:lowdin_charge:R:1
C -2.132 -4.494 1.191 0.686 -3.101 -1.662 0.005
C -1.838 -3.173 1.186 0.599 1.141 -0.098 0.027
C -1.445 -1.972 1.201 -0.282 0.850 0.632 0.149
N 0.709 0.888 -0.171 -1.449 2.413 1.596 -0.186
O 1.727 -0.242 -2.202 -1.115 2.343 -0.122 -0.077
O 3.371 1.048 -0.934 -2.524 0.596 -0.503 -0.063
O 1.314 2.315 -2.156 1.030 -0.073 -2.350 -0.126
O -1.024 2.846 -0.605 -0.610 1.959 5.081 0.006
O 1.030 3.179 0.936 -0.226 1.815 0.162 -0.059
O -0.919 1.630 1.617 0.414 -2.680 -3.178 0.020
P 1.783 1.070 -1.288 0.916 -3.087 -1.262 0.436
P -0.096 2.217 0.460 3.314 -3.880 -3.648 0.451
H -3.126 -4.758 0.813 -0.684 0.031 1.264 0.132
H -1.572 -5.137 1.963 -0.998 0.808 -1.301 0.174
H -1.802 -4.837 0.076 0.476 0.831 1.815 0.238
H -1.637 -1.305 2.065 -0.169 -0.506 -0.364 0.143
H -0.954 -1.481 0.371 0.368 -0.139 -0.261 0.108
H 2.249 -1.012 -2.044 0.981 -0.703 0.357 0.090
H 3.605 1.921 -0.622 0.857 0.534 0.486 0.086
H 1.532 2.398 -3.160 -0.155 -0.339 2.418 0.188
H -1.001 2.600 -1.465 0.301 -1.297 -4.367 0.047
H 1.226 4.059 0.512 -0.634 -1.009 0.588 0.165
H -1.001 2.239 2.255 -1.095 3.494 4.717 0.047
```
Positions in Å, forces in eV/Å.

Values from the calculation:
- Energy above the lowest of the compared OMol25 structures with the same formula, charge and spin: 28.1 kcal/mol
- LUMO level: -0.318 Eh
- Multiplicity: 1
- Net charge: +2
- Gap between HOMO and LUMO: 8.622 eV
- M: 219.07 Da
- E_tot: -1309.28873 Eh
- HOMO level: -17.27 eV


Q: Which value of E_tot does entry 2 give?
A: -1309.28873 Eh


Q: What is the formula in the first record?
A: C26H57BClN7O7P2S


Q: Look up the gap between HOMO and LUMO of the first one.
A: 7.315 eV